# 1
Here is a structure of composition C24H27BMoN9OPSSe from the OMol25 dataset. Energies are from the ωB97M-V functional and the def2-TZVPD basis.

Properties
- relative energy (zero: lowest compared OMol25 entry of this formula, charge and spin) (kcal per mole) = 21.31
- charge = +1
- E_HOMO (alpha / beta) (eV) = -10.32 / -10.30
- spin multiplicity = 2
- HOMO-LUMO gap (alpha / beta) (eV) = 5.84 / 5.94

```
66
Properties=species:S:1:pos:R:3:forces:R:3
Mo -0.023 0.436 0.038 2.42 2.22 -2.93
C -0.198 4.447 1.693 -0.06 -0.03 0.07
C -0.563 3.501 0.744 -0.02 -0.01 0.05
N -0.114 2.297 1.102 -0.12 0.31 0.10
N 0.530 2.441 2.283 0.03 -0.15 0.08
C 0.491 3.729 2.652 0.06 0.09 0.02
B 1.027 1.213 3.119 -0.04 0.06 -0.09
N 2.161 0.484 2.364 -0.09 0.00 0.07
C 3.410 0.121 2.701 0.00 0.02 0.04
C 3.955 -0.592 1.650 0.00 0.01 -0.09
C 2.958 -0.612 0.681 -0.06 -0.10 0.05
N 1.872 0.027 1.120 0.07 -0.36 0.30
N -0.203 0.247 3.153 0.01 0.10 -0.01
C -0.831 -0.345 4.179 0.02 -0.01 -0.04
C -1.999 -0.918 3.710 -0.03 0.01 0.03
C -2.009 -0.630 2.351 -0.01 0.01 0.03
N -0.915 0.057 2.017 -0.20 -0.06 0.21
N 1.389 1.677 4.505 -0.04 -0.08 -0.05
C 0.535 2.181 5.443 0.07 -0.05 -0.06
C 1.288 2.743 6.435 0.09 0.08 0.06
C 2.621 2.557 6.009 0.02 -0.05 0.06
N 2.680 1.925 4.853 -0.19 0.14 0.09
H -0.407 5.503 1.686 0.00 -0.06 0.00
H -1.100 3.635 -0.180 0.10 -0.03 0.08
H 0.950 4.055 3.572 -0.01 -0.05 -0.04
H 3.818 0.418 3.651 -0.03 -0.02 -0.06
H 4.940 -1.022 1.592 -0.04 0.05 0.01
H 2.956 -1.045 -0.306 -0.02 0.01 0.02
H -0.413 -0.318 5.172 0.00 0.02 -0.04
H -2.739 -1.458 4.277 0.04 0.04 -0.03
H -2.746 -0.879 1.605 0.03 -0.01 0.00
H -0.535 2.120 5.327 0.04 0.00 -0.01
H 0.938 3.220 7.336 0.02 -0.02 -0.05
H 3.534 2.853 6.504 -0.05 -0.02 -0.03
S -3.835 -0.636 -2.235 0.07 -0.07 -0.12
C -3.698 1.064 -2.375 -0.07 -0.02 0.08
C -2.635 1.556 -1.682 0.10 0.11 0.04
C -1.859 0.553 -1.017 -0.45 -0.31 0.07
C -2.415 -0.685 -1.263 -0.10 -0.03 0.08
C -1.816 -1.887 -0.714 -0.03 0.05 0.02
C -2.271 -3.190 -0.889 -0.09 0.00 -0.05
C -1.597 -4.229 -0.278 0.01 -0.03 0.01
C -0.482 -3.955 0.507 -0.08 -0.08 -0.02
C -0.085 -2.644 0.641 0.05 0.12 0.00
N -0.728 -1.639 0.039 -0.08 -0.43 0.03
H -4.427 1.613 -2.952 0.04 -0.02 0.03
H -2.412 2.615 -1.669 0.04 -0.06 0.00
H -3.151 -3.366 -1.494 0.03 -0.04 0.02
H -1.940 -5.249 -0.401 -0.01 0.03 -0.01
H 0.060 -4.741 1.014 0.00 0.02 -0.01
H 0.769 -2.371 1.248 0.02 0.02 -0.02
C 2.581 -0.405 -3.731 0.05 0.07 -0.01
P 1.002 -0.986 -3.124 -0.01 0.24 0.04
C 0.915 -2.729 -3.524 0.02 -0.06 0.03
C -0.300 -0.180 -4.048 -0.02 0.01 -0.04
O 0.874 -0.810 -1.622 -0.15 -0.18 0.55
H 2.736 -0.690 -4.772 -0.03 -0.03 0.02
H 3.366 -0.845 -3.115 0.03 0.03 -0.04
H 2.617 0.680 -3.633 0.03 -0.07 0.00
H 0.989 -2.879 -4.603 0.00 0.00 0.04
H -0.036 -3.125 -3.166 0.01 -0.03 -0.01
H 1.733 -3.253 -3.027 -0.03 -0.02 -0.03
H -0.019 -0.075 -5.098 0.00 -0.04 0.04
H -0.466 0.803 -3.613 -0.03 0.03 -0.05
H -1.214 -0.770 -3.975 -0.06 0.04 0.01
Se 1.134 2.067 -1.495 -1.29 -1.29 1.48
```
Positions in Å, forces in eV/Å.

=====

# 2
Here is a cluster of 2 separate species, C4H12 in total from the OMol25 dataset. Energies are from the ωB97M-V functional and the def2-TZVPD basis.

Properties
- relative energy (zero: lowest compared OMol25 entry of this formula, charge and spin) (kcal per mole) = 5.85
- E_HOMO (eV) = -11.71
- HOMO-LUMO gap (eV) = 12.87
- SMILES string = CC.CC

```
16
Properties=species:S:1:pos:R:3:forces:R:3
C -0.114 -2.909 0.749 -0.58 -0.85 0.54
C 0.247 -1.808 -0.231 0.81 0.15 -0.23
H 0.159 -2.675 1.786 0.22 0.05 -0.29
H -1.182 -3.146 0.822 0.04 0.27 -0.29
H 0.358 -3.870 0.494 -0.01 0.38 0.08
H -0.517 -1.437 -0.903 -0.48 -0.15 0.16
H 1.049 -2.143 -0.883 0.13 -0.13 -0.16
H 0.673 -0.951 0.276 -0.12 0.26 0.18
C 0.250 2.032 0.345 0.00 -0.01 0.22
C -0.340 2.699 -0.888 0.28 0.49 -0.14
H 0.628 2.817 1.002 0.18 -0.10 0.07
H -0.408 1.411 0.962 -0.26 0.17 -0.36
H 1.079 1.392 0.050 0.15 0.02 0.07
H 0.473 3.216 -1.396 0.14 0.07 -0.08
H -1.056 3.493 -0.665 -0.19 -0.30 0.12
H -0.747 2.032 -1.639 -0.29 -0.31 0.10
```
Positions in Å, forces in eV/Å.

=====

# 3
Here is a structure of composition C5H9NOS from the OMol25 dataset. Energies are from the ωB97M-V functional and the def2-TZVPD basis.

Properties
- relative energy (zero: lowest compared OMol25 entry of this formula, charge and spin) (kcal per mole) = 95.73
- E_HOMO (eV) = -8.97
- HOMO-LUMO gap (eV) = 9.77

```
17
Properties=species:S:1:pos:R:3:forces:R:3
C 2.383 -0.332 1.190 0.01 -0.86 3.13
C 2.004 -0.049 -0.250 0.87 -1.81 -0.72
C 0.918 -1.102 -0.662 3.55 -0.45 -4.05
C -0.287 -0.372 -0.502 -0.12 2.54 2.94
C 0.102 1.175 -0.128 -0.73 -1.04 -0.79
H 2.416 0.810 1.732 0.41 -3.62 -1.05
H 3.372 -1.039 1.224 -2.20 2.23 0.25
H 1.485 -1.138 1.838 2.61 2.89 -2.04
H 2.810 -0.085 -1.022 0.04 -0.29 1.22
H 1.137 -1.277 -1.795 -0.67 0.28 1.52
H 1.037 -2.112 -0.253 -0.36 0.57 0.42
H -0.271 1.431 0.959 1.12 -0.62 -1.87
H -0.363 1.842 -0.848 -0.36 0.29 0.29
H -3.505 -0.715 0.558 -0.33 -0.39 0.13
N -1.332 -0.956 -0.138 -2.48 0.60 -0.16
O 1.504 1.241 -0.446 -1.92 0.03 0.94
S -2.596 0.196 0.266 0.56 -0.34 -0.15
```
Positions in Å, forces in eV/Å.

=====

# 4
Here is a cluster of 2 separate species, C34H42BNO4S in total from the OMol25 dataset. Energies are from the ωB97M-V functional and the def2-TZVPD basis.

Properties
- relative energy (zero: lowest compared OMol25 entry of this formula, charge and spin) (kcal per mole) = 0.00
- E_HOMO (eV) = -6.54
- HOMO-LUMO gap (eV) = 7.21
- SMILES string = COc1ccc(C(B2OC(C)(C)C(C)(C)O2)c2ccc(OC)cc2)cc1.Cc1ccc(-c2ccc(N(C)C)cc2)s1

```
83
Properties=species:S:1:pos:R:3:forces:R:3
C 2.454 0.890 3.949 -0.06 -0.19 0.42
C 2.460 1.069 2.483 0.34 0.88 -1.11
C 2.681 2.240 1.781 -0.26 -0.63 0.49
C 2.518 2.090 0.383 -0.54 -0.86 0.00
C 2.123 0.811 -0.003 1.97 0.71 1.57
B -2.472 -0.363 1.582 4.16 0.92 -1.47
C 2.390 0.279 -1.321 -0.08 -0.30 -1.05
C 2.206 1.094 -2.463 0.02 -0.60 0.60
C 2.530 0.625 -3.721 0.24 -0.31 -0.15
C 3.092 -0.669 -3.881 -0.36 0.13 0.74
N 3.422 -1.134 -5.121 0.23 -0.40 -0.97
C 4.066 -2.421 -5.294 -0.07 0.05 0.17
C 3.272 -0.307 -6.300 -0.03 0.06 0.22
C 3.278 -1.482 -2.733 0.01 0.23 -0.63
C 2.932 -1.010 -1.485 -0.22 0.55 -0.01
O -3.761 -0.591 1.238 0.13 -0.05 0.30
C -4.344 -1.278 2.384 0.01 -0.38 0.26
C -5.769 -0.798 2.534 -0.27 0.25 0.26
C -4.370 -2.775 2.075 0.13 -0.17 -0.10
C -3.351 -0.907 3.566 -0.10 0.18 -0.02
C -3.734 0.388 4.283 -0.10 0.17 0.04
C -3.079 -1.978 4.597 -0.27 -0.45 0.15
O -2.106 -0.666 2.860 -0.89 -0.10 0.18
S 2.104 -0.234 1.419 -0.13 0.90 -0.40
H 2.897 1.767 4.428 -0.07 -0.17 0.00
H 1.425 0.767 4.317 0.23 0.02 0.04
H 3.028 -0.003 4.225 -0.11 0.18 0.15
H 2.941 3.173 2.277 -0.11 -0.15 -0.11
H 2.692 2.885 -0.338 0.05 -0.17 0.13
H 1.797 2.099 -2.335 0.06 -0.31 -0.09
H 2.359 1.257 -4.595 0.10 -0.17 0.32
H 3.390 -3.249 -5.027 0.22 0.10 -0.05
H 4.344 -2.519 -6.349 0.00 -0.13 0.33
H 4.972 -2.503 -4.675 -0.12 -0.04 -0.16
H 3.913 0.586 -6.251 -0.10 -0.07 -0.09
H 3.558 -0.903 -7.170 -0.13 0.27 0.10
H 2.231 0.025 -6.418 0.16 -0.03 -0.09
H 3.692 -2.486 -2.838 -0.15 0.34 0.08
H 3.111 -1.636 -0.610 -0.09 0.16 -0.23
H -6.256 -1.313 3.370 0.07 0.10 -0.08
H -5.820 0.281 2.711 -0.02 -0.20 -0.09
H -6.334 -1.033 1.625 0.16 0.07 0.14
H -4.888 -3.325 2.873 0.17 0.14 -0.14
H -4.927 -2.942 1.143 0.18 0.10 0.20
H -3.363 -3.198 1.953 -0.22 0.16 0.01
H -4.604 0.223 4.931 0.12 0.07 -0.16
H -2.902 0.716 4.919 -0.15 -0.13 -0.19
H -3.968 1.204 3.584 0.11 -0.23 0.12
H -3.983 -2.167 5.187 0.12 -0.05 -0.06
H -2.758 -2.921 4.140 -0.02 0.23 0.10
H -2.296 -1.637 5.286 -0.15 -0.03 -0.21
C 0.630 6.496 1.028 -0.25 -0.59 0.57
O 0.331 5.494 2.029 -0.17 0.83 -0.39
C -0.156 4.292 1.621 0.12 -0.83 -0.31
C -0.385 3.322 2.624 0.33 1.05 -0.55
C -0.631 2.014 2.262 0.03 -0.24 -0.39
C -0.655 1.626 0.916 0.27 0.47 0.25
C -1.135 0.272 0.504 -5.52 -0.94 0.56
C -0.521 -0.826 -0.312 0.08 -0.25 -0.05
C -0.178 -2.067 0.241 -0.15 0.46 -0.06
C 0.255 -3.102 -0.562 0.25 -0.21 -1.01
C 0.279 -2.932 -1.963 0.01 0.77 0.11
O 0.930 -3.880 -2.695 -0.55 -0.54 -0.67
C 0.654 -3.959 -4.114 0.19 0.16 0.82
C -0.227 -1.752 -2.545 0.59 -0.65 0.13
C -0.530 -0.695 -1.707 -0.33 -0.07 0.17
C -0.479 2.613 -0.066 -0.50 -0.25 0.19
C -0.311 3.947 0.259 0.51 0.33 0.67
H 0.950 7.361 1.610 -0.03 -0.06 -0.19
H 1.441 6.167 0.362 -0.21 0.00 0.18
H -0.260 6.748 0.434 0.21 -0.05 0.17
H -0.308 3.626 3.668 0.03 -0.07 -0.23
H -0.796 1.258 3.026 0.03 0.17 -0.14
H -1.995 0.558 -0.160 0.76 0.15 -0.21
H -0.254 -2.202 1.320 0.10 0.04 -0.21
H 0.611 -4.044 -0.148 -0.09 0.17 -0.08
H 1.158 -4.876 -4.430 -0.15 0.20 -0.08
H -0.427 -4.026 -4.309 0.29 0.00 0.09
H 1.074 -3.090 -4.644 -0.09 -0.20 0.12
H -0.305 -1.647 -3.630 0.18 0.04 0.43
H -0.825 0.259 -2.149 -0.04 -0.28 0.14
H -0.507 2.322 -1.118 -0.11 0.08 0.26
H -0.224 4.705 -0.524 0.09 -0.34 0.28
```
Positions in Å, forces in eV/Å.

=====

# 5
Here is a cluster of 2 separate species, C19H16Cl4NO4 in total from the OMol25 dataset. Energies are from the ωB97M-V functional and the def2-TZVPD basis.

Properties
- charge = -1
- E_HOMO (eV) = -3.73
- HOMO-LUMO gap (eV) = 4.66

```
44
Properties=species:S:1:pos:R:3:forces:R:3
Cl 2.539 1.035 2.664 -0.07 -0.03 -0.10
C 1.082 1.914 2.509 0.51 1.61 -0.34
C 1.079 3.275 2.375 0.01 -1.39 0.24
Cl 2.518 4.189 2.331 0.11 0.05 -0.03
C -0.183 4.055 2.241 -0.13 0.82 -0.81
O -0.202 5.242 1.932 0.05 -1.70 0.68
C -1.420 3.263 2.503 0.29 -1.32 0.24
Cl -2.853 4.165 2.642 -0.24 0.16 0.00
C -1.396 1.906 2.659 -0.79 1.40 -0.24
Cl -2.804 1.041 3.086 0.11 0.02 -0.02
C -0.164 1.111 2.481 0.05 -2.00 -0.50
O -0.159 -0.114 2.359 0.18 2.37 0.69
C 0.751 -3.417 0.412 0.01 -0.24 0.02
C -0.644 -3.227 -0.168 -0.32 0.72 0.05
N -1.378 -2.119 0.454 -0.59 -0.60 0.14
C -2.518 -2.488 1.298 0.80 0.34 -0.20
C -3.791 -2.688 0.510 -0.24 0.09 -0.05
C -1.301 -0.798 0.014 -0.06 0.36 -0.24
C -0.101 -0.471 -0.714 0.01 0.79 -0.45
C 0.343 0.858 -0.940 -0.64 -1.64 0.46
C 1.456 0.994 -1.955 0.86 0.45 -0.32
C 2.180 -0.084 -2.510 -0.05 0.35 -0.31
C 3.079 0.121 -3.567 -0.17 0.21 0.32
C 3.334 1.416 -4.034 -0.26 0.12 0.16
C 2.690 2.504 -3.427 -0.01 -0.32 0.15
C 1.781 2.294 -2.386 -0.02 -0.37 -0.21
O -0.111 1.873 -0.368 0.45 0.31 0.05
O -2.225 -0.007 0.258 0.31 -0.51 0.33
H 1.270 -4.188 -0.166 0.14 0.01 0.07
H 1.333 -2.490 0.393 -0.18 -0.16 0.01
H 0.667 -3.764 1.446 0.11 0.11 -0.05
H -0.598 -3.060 -1.260 0.00 -0.22 0.34
H -1.241 -4.133 0.014 0.19 0.18 -0.22
H -2.229 -3.415 1.808 -0.10 0.14 0.12
H -2.640 -1.689 2.039 -0.02 -0.25 -0.12
H -4.582 -3.027 1.178 -0.21 -0.06 -0.02
H -4.081 -1.737 0.058 0.01 -0.16 -0.01
H -3.646 -3.439 -0.271 -0.06 0.03 -0.01
H 0.378 -1.300 -1.214 0.15 0.29 0.10
H 2.040 -1.101 -2.136 -0.04 0.39 -0.18
H 3.569 -0.743 -4.027 -0.07 0.33 0.20
H 4.027 1.581 -4.863 -0.19 -0.07 0.23
H 2.869 3.527 -3.759 0.10 -0.29 0.00
H 1.281 3.134 -1.900 0.04 -0.30 -0.16
```
Positions in Å, forces in eV/Å.

=====

# 6
Here is the molecule C7H11ClFIO3S from the OMol25 dataset. Energies are from the ωB97M-V functional and the def2-TZVPD basis.

Properties
- E_HOMO (eV) = -9.87
- HOMO-LUMO gap (eV) = 9.77

```
25
Properties=species:S:1:pos:R:3:forces:R:3
C 3.636 0.158 0.110 0.05 -0.34 1.12
C 2.184 -0.576 0.499 1.75 -1.05 -1.42
O 1.573 0.003 1.704 -1.06 0.78 -1.76
S 1.061 1.602 1.412 -0.38 3.08 4.86
O 0.576 2.171 2.802 1.64 -2.80 -5.25
O -0.284 1.676 0.371 -0.31 -3.49 1.28
C -1.070 0.439 0.359 -2.45 -0.08 -2.21
Cl -1.672 -0.086 2.073 0.79 0.54 -1.44
C -2.477 0.813 -0.467 -0.40 0.49 1.27
C -3.546 -0.451 -0.500 0.16 -0.63 -0.32
F -3.804 -0.867 -1.928 0.54 0.98 2.84
C -0.415 -0.829 -0.426 0.49 -1.06 0.19
C 1.173 -0.721 -0.792 -0.05 -1.80 0.63
I 1.614 0.760 -2.405 -0.56 -0.72 0.76
H 4.323 -0.027 1.067 -1.40 0.46 -2.14
H 3.534 1.313 -0.056 0.11 -2.35 0.26
H 4.148 -0.337 -0.829 -1.24 0.95 1.96
H 2.494 -1.691 0.792 -0.98 2.50 -0.36
H -2.999 1.665 0.183 1.23 -1.72 -1.59
H -2.214 1.229 -1.535 -0.56 -1.05 2.12
H -4.594 -0.187 -0.005 2.35 -0.44 -1.35
H -3.127 -1.427 0.038 -0.85 2.25 -1.26
H -0.584 -1.785 0.268 0.62 2.09 -1.46
H -0.992 -1.081 -1.436 1.15 0.93 2.21
H 1.462 -1.763 -1.300 -0.64 2.47 1.05
```
Positions in Å, forces in eV/Å.

=====

# 7
Here is the molecule C6H14O from the OMol25 dataset. Energies are from the ωB97M-V functional and the def2-TZVPD basis.

Properties
- relative energy (zero: lowest compared OMol25 entry of this formula, charge and spin) (kcal per mole) = 33.13
- E_HOMO (eV) = -9.12
- HOMO-LUMO gap (eV) = 10.04
- SMILES string = CC(C)C[C@@H](C)O

```
21
Properties=species:S:1:pos:R:3:forces:R:3
C -1.418 0.510 -0.771 1.13 0.96 1.96
C 0.402 -0.727 0.664 2.68 0.04 3.72
C -0.288 0.568 0.591 -2.88 0.19 -3.25
C -1.050 1.576 -1.779 -0.09 -0.08 -0.31
C 1.220 -0.619 2.221 -0.98 -1.04 -2.16
C 1.427 -0.996 -0.419 -0.07 -0.27 -0.17
O -1.533 -0.726 -1.451 0.20 -0.21 0.50
H -1.951 -1.362 -0.852 0.16 0.19 -0.26
H -2.389 0.742 -0.320 0.04 0.10 -0.02
H -0.288 -1.567 0.777 0.05 0.06 -0.02
H -0.913 0.780 1.461 0.17 -0.05 0.01
H 0.393 1.402 0.409 -0.03 -0.11 0.03
H -0.089 1.351 -2.254 -0.04 0.01 0.16
H -1.796 1.631 -2.582 0.07 -0.04 0.16
H -0.989 2.560 -1.306 0.03 -0.14 0.02
H 2.030 -1.873 -0.163 -0.01 0.12 0.01
H 0.942 -1.218 -1.373 0.03 0.18 0.05
H 1.572 0.371 2.518 -0.40 0.16 -0.43
H 2.108 -1.255 2.219 -0.16 -0.18 -0.07
H 0.511 -1.002 2.959 0.13 0.15 0.04
H 2.101 -0.145 -0.550 -0.05 -0.03 0.03
```
Positions in Å, forces in eV/Å.

=====

# 8
Here is a structure of composition C2H6N4O2 from the OMol25 dataset. Energies are from the ωB97M-V functional and the def2-TZVPD basis.

Properties
- relative energy (zero: lowest compared OMol25 entry of this formula, charge and spin) (kcal per mole) = 190.32
- E_HOMO (eV) = -9.28
- HOMO-LUMO gap (eV) = 9.76

```
14
Properties=species:S:1:pos:R:3:forces:R:3
C 0.651 0.199 -1.041 -1.26 1.42 2.76
C -1.376 -0.342 0.413 0.17 -1.10 4.33
H -0.074 0.348 1.844 0.80 -0.21 1.02
H 0.882 1.844 0.208 0.43 0.56 -1.22
H 0.280 -2.085 -1.608 -0.25 5.45 1.67
H 0.326 -1.147 1.090 -1.94 -1.44 -2.59
H -2.026 -0.021 -0.352 -0.80 -0.04 -0.86
H -1.706 1.177 1.751 -0.09 -0.51 -0.96
N 0.361 0.994 0.117 4.59 -0.42 1.02
N 0.043 -0.994 -0.944 2.05 -7.98 -5.40
N -0.496 -1.530 0.173 -0.41 5.11 5.73
N -1.145 0.360 1.486 -8.21 -2.39 0.73
O 0.932 0.378 1.398 3.04 0.44 -2.63
O 0.983 0.739 -2.021 1.88 1.11 -3.61
```
Positions in Å, forces in eV/Å.

=====

no.,strongest force on any atom (eV/A)
1,4.40
2,1.16
3,5.40
4,5.63
5,2.48
6,6.16
7,4.59
8,9.85